# 1
ORCA calculation (ωB97M-V/def2-TZVPD) on a cluster of 7 separate species, C30H48BN2O26S3 in total.

Each line ends with the Mulliken charge.
Cartesian coordinates (Å):
C 6.9506 0.5417 -2.1119  -1.01
S 5.5352 -0.3501 -1.5825  1.44
O 5.7578 -1.7681 -1.6146  -0.68
O 5.0299 0.2230 -0.3716  -0.60
C 4.2140 0.0273 -2.9120  0.43
O 4.7982 0.5043 -4.1057  -0.36
C 5.5210 -0.4077 -4.7187  0.57
N 6.0088 -1.3055 -5.2469  -0.39
O 3.4225 1.0130 -2.4259  -0.47
C 2.2147 0.5472 -1.8236  -0.08
C 1.0018 1.3659 -2.2910  -0.38
S -0.5081 0.5101 -2.6642  0.97
O -1.0623 -0.0191 -1.4533  -0.41
O -1.2994 1.3859 -3.4714  -0.67
C 2.2529 -1.0044 -1.9890  -0.24
S 2.6291 -1.9640 -0.5191  -0.03
N 3.3125 -1.1340 -3.1316  -0.54
B 2.4541 -1.0768 -4.4247  0.73
O 2.0671 0.1247 -4.9419  -0.46
O 2.0790 -2.2801 -4.8704  -0.54
H 6.6980 1.5719 -2.3586  0.37
H 7.6737 0.4901 -1.3003  0.49
H 7.3861 0.0705 -2.9974  0.35
H 2.3023 0.7085 -0.7512  0.86
H 1.2529 1.9777 -3.1547  0.49
H 0.7321 2.0067 -1.4539  -0.54
H -0.1565 -0.5402 -3.4571  0.00
H 1.3697 -1.5102 -2.3790  0.26
H 2.7445 -0.9586 0.3573  0.22
H 3.7571 -2.0596 -3.0764  0.63
H 2.6380 0.4347 -5.6600  0.34
H 1.6139 -2.2061 -5.7172  0.36
C 10.1564 -1.5146 -8.7480  -1.45
C 10.2662 -1.3651 -7.2540  0.49
C 9.5506 -2.4178 -6.4346  -0.49
O 9.2354 -1.6977 -5.2320  -0.28
C 9.1338 -0.3930 -5.5572  0.66
O 8.6901 0.4463 -4.8319  -0.55
O 9.5935 -0.1680 -6.7992  -0.35
H 10.5764 -0.6448 -9.2511  0.36
H 10.6967 -2.4015 -9.0776  0.39
H 9.1127 -1.6024 -9.0525  0.35
H 11.3129 -1.2841 -6.9505  0.26
H 10.1594 -3.2873 -6.2033  0.31
H 8.6146 -2.7364 -6.8987  0.29
C -0.9100 3.4691 3.8054  -1.58
C -0.7760 3.6352 2.3165  0.81
C -1.0234 2.3866 1.4969  -0.62
O -0.2033 2.6286 0.3381  -0.27
C 0.8174 3.4331 0.7235  0.58
O 1.7801 3.6271 0.0433  -0.58
O 0.5961 3.9365 1.9426  -0.35
H -0.5883 4.3689 4.3224  0.30
H -1.9476 3.2740 4.0733  0.36
H -0.2953 2.6416 4.1624  0.38
H -1.3968 4.4607 1.9603  0.24
H -2.0591 2.2503 1.1991  0.28
H -0.6623 1.4832 1.9930  0.29
C 4.1281 3.9086 7.6609  -1.45
C 2.9798 4.0888 6.7033  0.52
C 2.4927 5.5110 6.5265  -0.50
O 1.1110 5.3153 6.1934  -0.32
C 0.7157 4.1469 6.7542  0.69
O -0.4152 3.7884 6.8310  -0.53
O 1.7849 3.4510 7.2009  -0.35
H 4.3203 2.8503 7.8329  0.36
H 5.0312 4.3657 7.2569  0.38
H 3.9017 4.3647 8.6252  0.35
H 3.2111 3.6382 5.7338  0.25
H 2.9972 6.0551 5.7327  0.31
H 2.5455 6.0828 7.4555  0.32
C -3.4882 -1.9205 0.0310  -1.19
C -4.7847 -1.7473 -0.7125  0.62
C -5.2851 -0.3242 -0.8350  -0.41
O -6.7050 -0.5091 -0.9134  -0.35
C -7.0034 -1.6604 -0.2676  0.55
O -8.1030 -2.0080 0.0239  -0.53
O -5.8773 -2.3577 0.0039  -0.36
H -3.2754 -2.9752 0.1968  0.37
H -2.6639 -1.4799 -0.5286  0.30
H -3.5399 -1.4415 1.0105  0.20
H -4.7322 -2.2223 -1.6964  0.23
H -4.9239 0.1978 -1.7171  0.28
H -5.0628 0.2666 0.0571  0.28
C -10.9175 -1.9758 1.2466  -1.34
C -12.2067 -1.8211 0.4872  0.55
C -12.6983 -0.3998 0.3230  -0.47
O -14.1162 -0.5751 0.2253  -0.33
C -14.4360 -1.7123 0.8954  0.62
O -15.5411 -2.0438 1.1731  -0.52
O -13.3150 -2.4079 1.2006  -0.37
H -10.7087 -3.0278 1.4374  0.30
H -10.0847 -1.5611 0.6821  0.44
H -10.9825 -1.4727 2.2139  0.35
H -12.1424 -2.3207 -0.4837  0.25
H -12.3198 0.0966 -0.5669  0.30
H -12.4839 0.2110 1.2036  0.30
C -2.3427 -2.5996 6.0682  -1.51
C -2.4388 -2.4666 4.5715  0.58
C -2.8009 -3.7312 3.8225  -0.51
O -2.1674 -3.5168 2.5506  -0.29
C -1.1107 -2.7006 2.7512  0.65
O -0.2656 -2.4802 1.9404  -0.57
O -1.1496 -2.1656 3.9897  -0.34
H -1.9459 -1.6863 6.5093  0.36
H -3.3278 -2.7914 6.4928  0.39
H -1.6746 -3.4172 6.3410  0.36
H -3.1155 -1.6515 4.2998  0.26
H -3.8703 -3.8728 3.6905  0.33
H -2.3658 -4.6234 4.2773  0.29

Atomic forces in eV per Å
0.163 -0.047 -0.753
0.417 -0.463 0.878
-0.009 0.005 -0.683
-0.206 0.327 -0.292
-0.205 0.461 1.180
0.360 -0.212 -0.317
-0.474 -0.109 0.079
0.081 0.147 -0.097
0.011 0.304 -0.741
-0.360 -0.629 0.988
0.591 -0.269 -0.289
-0.761 0.742 0.027
0.385 -0.414 0.104
0.120 -0.050 -0.161
-0.030 -0.003 -0.019
-0.178 -0.290 0.040
-0.461 -0.458 0.051
-0.092 0.127 -0.720
0.571 -0.474 0.123
0.245 0.203 0.077
-0.104 0.026 0.261
-0.139 0.003 0.168
0.017 -0.048 0.076
0.170 0.218 -0.049
-0.004 -0.068 -0.035
-0.234 0.170 -0.196
0.156 0.043 0.045
-0.113 0.395 -0.179
0.199 0.118 -0.163
0.407 0.219 0.251
-0.291 0.351 0.044
-0.140 -0.264 0.125
-0.173 0.191 -0.042
0.010 -0.137 -0.222
0.051 -0.091 0.018
-0.042 0.051 -0.029
0.076 -0.103 -0.072
-0.137 0.066 0.107
0.004 0.021 0.133
0.077 -0.035 0.018
0.016 -0.006 0.019
0.001 -0.045 0.031
-0.011 0.021 0.044
0.017 0.059 0.141
0.012 0.019 -0.047
0.286 0.012 -0.049
-0.131 -0.134 0.244
-0.112 -0.003 -0.052
-0.078 -0.101 0.128
0.089 0.045 0.074
0.007 -0.077 -0.009
-0.045 0.028 -0.146
-0.096 0.065 -0.006
-0.016 0.015 0.000
-0.038 -0.032 -0.023
0.048 0.016 -0.054
0.035 0.054 -0.139
0.005 0.019 0.055
-0.120 -0.097 0.183
0.195 0.035 0.127
0.022 0.060 -0.080
0.016 0.008 0.043
0.010 -0.010 0.084
0.026 -0.043 0.002
-0.059 0.019 -0.106
0.035 0.002 -0.073
-0.004 0.006 -0.022
-0.006 0.043 -0.027
-0.032 0.009 -0.017
-0.120 -0.019 -0.078
0.055 -0.031 0.024
-0.045 -0.111 0.144
0.230 0.053 0.103
-0.018 0.040 -0.118
0.058 0.042 0.057
-0.056 -0.088 0.035
0.264 0.019 -0.115
-0.057 0.027 -0.080
0.015 0.000 -0.057
-0.040 0.003 0.001
-0.030 0.046 -0.012
-0.041 0.006 -0.009
-0.124 -0.017 -0.053
0.061 -0.030 0.023
-0.161 -0.019 0.273
0.181 0.011 0.105
-0.016 0.058 -0.104
0.043 0.015 0.059
-0.019 -0.044 0.015
0.017 0.007 -0.015
-0.041 0.024 -0.085
0.032 -0.005 -0.095
-0.141 -0.031 0.022
-0.036 0.031 -0.029
-0.035 0.013 -0.016
-0.118 -0.017 -0.051
0.064 -0.030 0.016
0.255 0.013 0.020
-0.041 -0.082 0.234
-0.113 -0.007 -0.038
0.050 -0.088 0.075
0.009 0.029 0.028
0.034 0.072 -0.055
-0.044 0.033 -0.112
-0.080 0.032 -0.011
-0.017 0.005 -0.018
-0.035 -0.031 -0.028
0.003 -0.002 -0.036
0.023 0.036 -0.149
0.005 0.031 0.070

Properties
* strongest force on any atom: 1.3 eV/A
* orbital gap: 0.3089 Eh
* net charge: +1
* E_tot: -121280.5955 eV


# 2
ORCA calculation (ωB97M-V/def2-TZVPD) on a structure of composition C28H42N4O4RuSSb2.

Each line ends with the Mulliken charge.
Cartesian coordinates (Å):
Ru 0.2127 0.6008 -0.1609  -0.55
C 0.8030 1.6801 -7.0761  -1.35
C 1.3794 1.3928 -5.7174  0.92
C 2.7504 1.2602 -5.5257  -0.90
C 3.2806 0.9875 -4.2730  -0.92
C 2.4271 0.8385 -3.1905  0.25
C 1.0552 0.9674 -3.3651  0.19
C 0.5373 1.2488 -4.6141  -1.37
S 3.1065 0.3565 -1.6292  1.35
O 2.9146 -1.0698 -1.5128  -0.61
O 4.4448 0.8678 -1.5565  -0.80
N 2.1787 1.0939 -0.5095  -0.37
C 2.3980 2.5506 -0.4227  -0.73
C 1.1037 3.3116 -0.6743  0.55
O 1.0789 4.4702 -0.9957  -0.65
O 0.0084 2.5863 -0.4561  -0.54
H 1.5749 1.6717 -7.8434  0.38
H 0.3207 2.6591 -7.0934  0.32
H 0.0493 0.9381 -7.3426  0.34
H 3.4180 1.3734 -6.3713  0.36
H 4.3490 0.8955 -4.1276  0.53
H 0.3633 0.8631 -2.5288  0.58
H -0.5326 1.3684 -4.7398  0.48
H 3.1667 2.9050 -1.1052  0.36
H 2.7251 2.8105 0.5851  0.27
C -3.0267 1.7689 -1.9265  -1.41
Sb -2.3925 0.8015 -0.1539  1.16
C -3.7112 -0.8605 -0.1284  -1.44
C -3.2921 2.0885 1.2793  -1.47
C -3.7028 1.2986 2.4769  0.18
C -4.9683 0.7201 2.5388  -0.41
C -5.3480 -0.0662 3.6136  -0.67
C -4.4584 -0.2752 4.6571  -0.76
C -3.2083 0.3203 4.6177  -0.64
C -2.8099 1.1061 3.5364  1.02
C -1.4623 1.7642 3.5599  -1.77
Sb 0.2143 1.0202 2.3734  1.19
C -0.0640 -0.8605 3.3754  -0.86
C 1.2848 2.7994 2.8381  -1.56
H -4.1073 1.8989 -1.9026  0.50
H -2.7502 1.1734 -2.7956  0.36
H -2.5282 2.7349 -1.9824  0.40
H -4.7295 -0.5045 -0.2795  0.46
H -3.6549 -1.3899 0.8215  0.38
H -3.4448 -1.5392 -0.9380  0.52
H -4.1365 2.5709 0.7877  0.76
H -2.5522 2.8552 1.5023  0.42
H -5.6751 0.9127 1.7387  0.46
H -6.3361 -0.5065 3.6402  0.44
H -4.7419 -0.8852 5.5045  0.42
H -2.5251 0.1814 5.4486  0.40
H -1.0174 1.6664 4.5530  0.82
H -1.5415 2.8282 3.3279  0.64
H -0.0514 -0.7127 4.4526  0.50
H 0.6819 -1.5748 3.0569  -0.03
H -1.0686 -1.0796 3.0172  0.36
H 1.0059 3.1140 3.8397  0.50
H 0.8888 3.4575 2.0655  0.53
H 2.3634 2.7043 2.7639  0.39
C 3.3778 -3.2803 2.1797  -0.64
C 3.6148 -1.8724 1.6850  -0.64
N 2.3344 -1.3064 1.2540  0.85
C 1.4530 -2.0455 0.5268  -0.80
N 0.4511 -1.3998 -0.0963  1.06
C -0.2481 -2.1709 -1.1295  -0.80
C -0.6034 -3.5455 -0.6024  -0.68
C 0.6958 -4.2432 -0.2814  -0.73
N 1.5689 -3.3832 0.5213  0.28
C 2.7614 -4.0629 1.0432  -0.65
H 2.7015 -3.2673 3.0378  0.26
H 4.3117 -3.7458 2.4898  0.37
H 4.3181 -1.8742 0.8472  0.37
H 4.0166 -1.2316 2.4685  0.43
H 2.4319 -0.3852 0.8298  0.03
H 0.3971 -2.2525 -2.0110  0.33
H -1.1383 -1.6165 -1.4224  -0.03
H -1.1626 -4.1243 -1.3371  0.43
H -1.2179 -3.4444 0.2958  0.25
H 1.2182 -4.5015 -1.2077  0.33
H 0.5345 -5.1640 0.2788  0.44
H 3.4858 -4.1856 0.2320  0.31
H 2.4500 -5.0556 1.3652  0.39

Atomic forces in eV per Å
0.347 0.205 0.658
0.019 0.041 0.020
-0.014 -0.033 -0.022
0.009 0.012 -0.024
-0.019 0.067 0.039
-0.034 -0.078 -0.098
0.090 -0.050 -0.026
-0.020 0.006 -0.007
-0.112 0.190 -0.237
-0.060 0.011 0.049
0.003 -0.031 0.013
0.211 -0.017 0.045
-0.092 -0.235 0.008
-0.299 -0.008 0.029
0.036 -0.027 0.111
0.024 0.090 -0.092
-0.002 0.000 0.008
0.006 -0.008 0.005
0.003 0.004 0.004
-0.009 -0.001 0.017
-0.020 -0.002 -0.003
-0.046 0.021 0.023
0.009 -0.020 -0.002
0.010 -0.040 -0.041
0.100 0.053 -0.020
0.107 -0.023 -0.090
-0.221 -0.037 -0.464
-0.011 -0.054 0.038
-0.021 0.137 0.007
0.000 0.082 0.107
-0.023 0.069 -0.003
-0.009 -0.019 0.000
0.005 -0.009 0.000
0.050 -0.062 -0.020
0.190 -0.177 0.091
-0.098 0.266 -0.518
-1.135 -0.320 -0.241
0.748 0.572 0.065
0.469 -0.608 0.248
0.003 0.002 0.003
-0.020 0.003 -0.009
0.005 0.006 0.007
0.015 -0.026 0.001
0.010 0.027 -0.011
-0.022 0.009 0.008
-0.030 -0.060 -0.001
-0.059 0.062 -0.017
0.028 -0.039 -0.008
0.008 0.017 0.006
-0.001 0.022 0.000
-0.016 0.009 -0.005
-0.019 0.079 -0.003
0.025 0.013 0.113
-0.076 -0.081 -0.005
-0.101 -0.163 0.015
0.012 -0.218 0.099
-0.053 0.089 -0.037
0.060 0.167 0.111
0.007 0.056 -0.049
-0.018 0.029 -0.015
-0.080 0.017 0.049
-0.011 -0.029 -0.150
-0.058 -0.061 0.138
0.178 0.010 0.078
0.022 0.016 0.096
-0.019 0.021 -0.008
0.032 0.030 0.026
0.021 0.001 -0.102
-0.003 0.046 -0.070
0.027 -0.027 0.022
0.008 0.000 -0.008
0.011 0.030 0.000
0.000 0.005 0.005
-0.024 0.067 0.064
-0.012 0.005 -0.035
-0.003 -0.001 -0.014
0.011 0.003 -0.007
-0.018 -0.018 -0.016
0.022 -0.047 0.018
-0.022 -0.002 0.023
-0.014 -0.032 -0.011
-0.019 -0.003 0.021

Properties
* multiplicity: 2
* strongest force on any atom: 1.2 eV/A
* orbital gap (alpha / beta): 0.2693 / 0.2553 Eh
* net charge: +1
* E_tot: -70354.8902 eV